(1)
Formula: C26H40ClF3N5O8PS
Source: the Open Molecules 2025 dataset
Level of theory: ωB97M-V/def2-TZVPD

ORCA input file:
```
! wB97M-V def2-TZVPD RIJCOSX def2/J DEFGRID3
* xyz 0 1
Cl -2.20 0.71 -0.96
S -2.83 -1.32 2.56
P -1.15 -0.47 2.12
F -1.95 -2.16 -4.95
F -0.81 -3.46 -3.61
F -2.02 -1.71 -2.81
O -1.27 -5.36 1.30
O 0.36 3.28 5.40
O 1.43 -6.07 0.23
O 4.57 4.16 2.36
O -3.76 0.91 -6.09
O -1.45 1.14 1.99
O -0.63 -3.41 3.33
O -0.13 -0.65 3.48
N 0.02 -5.04 1.84
N -5.35 0.47 -7.60
N 1.65 -3.98 -2.19
N 4.63 6.15 3.37
N -0.76 1.60 6.36
C 0.01 2.71 6.43
C 0.84 -5.11 0.62
C 4.02 4.97 3.09
C 2.66 4.72 3.69
C -4.92 -1.16 -5.81
C 0.14 1.53 -2.06
C -1.18 -2.15 -3.78
C -1.28 0.79 7.44
C -0.36 0.71 -0.84
C 3.81 -3.51 -0.96
C 1.17 -1.21 -2.96
C 4.15 7.24 4.20
C 0.69 -3.68 0.06
C -6.41 -0.29 -8.23
C 0.03 -1.22 -4.07
C 3.27 -5.81 -2.19
C 2.82 -4.37 -1.80
C -0.27 3.06 -1.81
C -4.62 0.15 -6.50
C 0.02 -2.75 0.98
C 0.40 3.21 7.80
C -0.25 -3.64 2.23
C 0.06 -0.76 -0.62
C -0.30 -1.33 0.72
C 0.73 -1.67 -1.54
C 1.03 -3.08 -1.23
H 1.73 -0.24 -2.97
H 1.95 5.47 3.35
H -4.74 -1.99 -6.50
H 4.86 7.40 5.01
H -2.37 0.77 7.37
H 3.53 -6.42 -1.28
H -0.46 1.22 -2.96
H -6.60 -1.23 -7.71
H -7.32 0.32 -8.23
H -0.02 1.29 0.07
H 0.98 2.46 8.32
H 3.72 -3.76 0.13
H 1.01 4.11 7.69
H 1.24 1.55 -2.24
H 3.63 -2.41 -1.09
H -5.95 -1.18 -5.46
H 2.42 -6.33 -2.69
H -1.12 -5.87 0.48
H 3.17 7.02 4.62
H 1.94 -1.94 -3.33
H -1.29 3.19 -2.27
H 2.31 3.74 3.38
H 4.13 -5.82 -2.90
H -0.49 3.47 8.38
H 0.68 -1.12 3.19
H -5.10 1.36 -8.00
H 2.73 4.72 4.78
H 4.86 -3.72 -1.29
H 4.09 8.14 3.60
H -0.98 1.17 8.41
H -0.97 1.33 5.41
H -0.63 1.67 2.13
H 0.42 3.71 -2.40
H 0.50 -1.62 -5.02
H -0.34 3.32 -0.73
H -0.90 -0.23 7.32
H -6.13 -0.49 -9.26
H 5.53 6.26 2.93
H -4.26 -1.28 -4.96
H -0.37 -0.22 -4.34
*
```

The SMILES is CC[C@@H](Cl)c1c(CCC(F)(F)F)c(N=C(C)C)c2c(c1P(O)(O)=S)C(=O)N(O)C2=O.CNC(C)=O.CNC(C)=O.CNC(C)=O. For the orbital gap, the calculation gives 7.33 eV. The electronic energy comes out at -92238.8876 eV. The value obtained for the HOMO energy is -8.349 eV. The value obtained for the strongest force on any atom is 3.60 eV/A. As for the LUMO energy: -1.02 eV.

=====

(2)
Formula: C26H40FeN2O8P4S
Source: the Open Molecules 2025 dataset
Level of theory: ωB97M-V/def2-TZVPD

ORCA input file:
```
! wB97M-V def2-TZVPD RIJCOSX def2/J DEFGRID3
* xyz 1 2
Fe -0.50 -1.45 -0.26
S -0.89 -0.28 2.86
P -0.33 0.55 -1.25
P -2.90 -2.35 -0.83
P 1.79 -1.43 -0.33
P -0.92 -4.21 -1.44
O -2.41 -2.27 0.60
O -2.50 -3.76 -1.47
O -0.69 -4.64 0.09
O -2.24 -1.22 -1.59
O -0.24 -0.52 1.48
O -0.64 -5.25 -2.41
O -4.47 -2.35 -0.94
O -0.17 -2.86 -1.53
N 3.56 0.68 -0.33
N 1.48 2.54 -0.70
C 0.41 1.96 -3.54
C 0.12 -0.50 -3.79
C 2.32 0.31 -0.50
C 3.81 2.01 -0.34
C 2.74 -1.05 2.32
C 3.04 4.34 -0.39
C -1.49 -1.85 3.48
C -3.42 2.77 3.04
C -4.60 2.31 2.46
C 5.38 3.81 -0.11
C 2.75 2.95 -0.47
C -1.54 1.71 -0.56
C -5.79 3.21 2.33
C -1.88 1.01 -3.55
C 1.85 -3.31 1.65
C -0.44 0.75 -3.11
C -2.31 1.94 3.15
C -3.56 0.15 2.11
C 2.65 -2.09 1.20
C -2.39 0.64 2.68
C 5.14 2.48 -0.16
C 4.32 4.75 -0.22
C 4.08 -2.52 0.85
C 2.56 -2.31 -1.72
C 1.28 1.25 -0.75
C -4.65 0.99 2.01
H 0.27 2.09 -4.61
H 6.39 4.17 0.03
H 1.79 -0.57 2.54
H 2.51 -3.38 -1.54
H 3.47 -0.27 2.07
H 2.21 5.03 -0.50
H -3.60 -0.86 1.73
H 3.59 -1.99 -1.81
H 4.11 -3.36 0.16
H 1.75 -4.05 0.85
H -1.42 2.67 -1.06
H -4.82 -2.70 -1.77
H 4.57 -2.84 1.77
H -3.36 3.79 3.41
H -2.02 -1.64 4.40
H -5.93 3.50 1.28
H -2.12 -2.34 2.74
H -1.35 1.85 0.50
H 4.66 -1.70 0.43
H 3.10 -1.55 3.22
H -2.26 1.94 -3.12
H 0.01 -0.39 -4.87
H -1.06 -5.52 0.28
H 2.01 -2.09 -2.63
H 1.19 -0.60 -3.59
H -1.87 1.14 -4.63
H -0.60 -2.45 3.69
H -2.54 1.33 -0.72
H -5.57 0.62 1.56
H -2.55 0.20 -3.30
H -5.69 4.11 2.92
H -1.39 2.31 3.60
H 2.38 -3.79 2.48
H 5.92 1.74 -0.07
H -0.39 -1.41 -3.48
H 4.55 5.81 -0.17
H 0.11 2.88 -3.04
H 0.85 -3.04 1.98
H -6.70 2.69 2.64
H 1.48 1.81 -3.37
*
```

For the orbital gap (alpha / beta), the calculation gives 8.19 / 8.45 eV. The electronic energy comes out at -129352.2337 eV. The calculation puts the relative energy (zero: lowest compared OMol25 entry of this formula, charge and spin) at 37.8 kJ/mol. The value obtained for the HOMO energy (alpha / beta) is -11.966 / -11.961 eV. The value obtained for the strongest force on any atom is 0.48 eV/A. As for the LUMO energy (alpha / beta): -3.77 / -3.51 eV.

=====

(3)
Formula: C26H40NP2RhTe4
Source: the Open Molecules 2025 dataset
Level of theory: ωB97M-V/def2-TZVPD

ORCA input file:
```
! wB97M-V def2-TZVPD RIJCOSX def2/J DEFGRID3
* xyz 0 1
Te -0.23 1.01 2.83
Te 0.01 2.67 4.91
Te 0.19 2.48 0.61
Te 2.16 -0.27 2.79
Rh 0.63 -0.13 0.64
P 1.89 -0.07 -1.34
P -0.87 -2.11 0.85
N -0.95 -0.15 -1.22
C -1.25 -2.52 2.66
C -4.64 -2.04 -0.82
C 4.30 0.52 -2.83
C -0.03 -3.22 3.25
C -4.36 -1.29 -1.96
C 1.23 1.98 -3.21
C -3.62 -2.24 0.10
C 3.55 0.77 -1.52
C -1.47 1.77 -2.65
C -3.14 -0.68 -2.14
C -1.00 -3.71 -1.50
C -2.39 -1.63 -0.04
C -1.01 2.76 -3.48
C 4.46 0.42 -0.34
C -0.59 0.81 -2.12
C -2.14 -0.77 -1.15
C 0.86 3.96 -4.68
C 0.34 2.87 -3.80
C -1.26 -5.00 0.57
C 2.98 -2.62 -1.56
C -2.53 -3.22 3.11
C -0.58 -3.77 -0.03
C 0.80 0.96 -2.38
C -5.96 -2.71 -0.62
C 1.94 -1.72 -2.21
C 2.02 -1.71 -3.73
H -2.66 -4.20 2.66
H 2.81 -3.66 -1.83
H -2.07 -3.88 -1.59
H -2.34 -4.87 0.56
H 3.97 0.66 0.61
H 2.28 2.11 -3.40
H -0.93 -5.22 1.58
H 0.51 -3.92 0.03
H 3.31 1.84 -1.45
H 5.38 1.00 -0.39
H 4.72 -0.63 -0.34
H 0.95 -2.11 -1.95
H 3.99 -2.36 -1.87
H -3.42 -2.62 2.93
H -6.39 -2.43 0.34
H -0.08 -4.30 3.10
H -2.94 -0.16 -3.06
H -0.48 -4.49 -2.06
H 4.78 -0.46 -2.82
H -1.03 -5.86 -0.04
H 5.08 1.27 -2.95
H 2.93 -2.53 -0.47
H 1.28 4.76 -4.07
H -1.70 3.50 -3.86
H 1.67 -2.67 -4.11
H 1.65 3.60 -5.34
H 3.65 0.57 -3.70
H 0.06 4.38 -5.29
H -5.85 -3.79 -0.63
H -3.81 -2.90 0.93
H -2.46 -3.37 4.19
H 1.38 -0.93 -4.16
H -1.31 -1.51 3.11
H 0.03 -3.04 4.32
H -5.11 -1.20 -2.74
H -0.78 -2.76 -1.97
H -2.50 1.77 -2.35
H 0.90 -2.87 2.79
H 3.04 -1.57 -4.09
H -6.66 -2.43 -1.41
*
```

For the orbital gap, the calculation gives 4.66 eV. The electronic energy comes out at -79860.4227 eV. The value obtained for the HOMO energy is -6.831 eV. The value obtained for the strongest force on any atom is 3.61 eV/A. As for the LUMO energy: -2.17 eV.

=====

(4)
Formula: C26H41CrN6P2S5
Source: the Open Molecules 2025 dataset
Level of theory: ωB97M-V/def2-TZVPD

ORCA input file:
```
! wB97M-V def2-TZVPD RIJCOSX def2/J DEFGRID3
* xyz 1 5
Cr -0.38 -1.14 0.72
S 1.60 0.17 0.30
S 5.17 -1.41 2.18
S 2.86 -2.50 0.81
S 4.89 -4.37 1.93
S 4.21 1.44 1.99
P -1.76 -3.07 1.09
P -0.23 -1.03 3.09
N 0.69 -1.61 -3.41
N -0.26 -1.71 -1.26
N -1.29 -0.49 -2.94
N 0.27 3.58 -1.62
N -1.52 1.09 0.91
N 1.59 3.91 -3.56
C 0.14 5.26 0.17
C 4.57 2.13 0.35
C 1.95 5.10 -3.09
C -3.57 2.27 1.18
C 0.76 3.22 -2.79
C -2.86 1.11 0.99
C -1.45 -2.27 3.74
C 2.89 -0.75 0.98
C 1.99 -2.04 -2.91
C -0.64 0.41 4.14
C 0.32 -2.22 -4.68
C -1.52 3.49 1.02
C -2.43 -0.19 -2.10
C 1.32 -1.59 3.88
C -0.79 4.77 1.01
C 1.51 5.57 -1.86
C -1.32 -4.64 0.28
C -2.89 3.48 1.20
C -3.58 -3.13 0.97
C -0.29 -1.28 -2.50
C -1.48 -3.52 2.86
C 4.35 -2.86 1.66
C -1.14 0.38 -4.10
C 0.65 4.76 -1.12
C -0.87 2.25 0.96
C 3.98 -0.26 1.60
H -1.86 -5.45 0.75
H 2.73 -1.86 -3.69
H 0.46 -3.30 -4.63
H -1.83 0.09 -4.90
H 2.60 5.69 -3.73
H 1.65 -2.53 3.45
H -3.33 -0.22 -2.70
H 0.46 -2.43 -1.17
H -1.37 1.40 -3.81
H -0.51 -4.04 2.91
H -4.65 2.23 1.31
H 2.27 -1.46 -2.04
H -4.04 -2.36 1.58
H -0.59 0.13 5.19
H -2.43 -1.79 3.72
H 1.83 6.54 -1.49
H -1.20 -2.52 4.77
H 4.58 3.22 0.48
H -3.94 -4.11 1.29
H -1.58 -4.61 -0.78
H -3.44 4.41 1.32
H -2.50 -0.92 -1.30
H -0.72 -2.01 -4.91
H -1.10 5.45 1.80
H 2.09 -0.83 3.71
H 1.17 -1.71 4.95
H -3.35 0.15 0.92
H -3.88 -2.97 -0.07
H 0.08 1.21 3.94
H -2.25 -4.22 3.19
H 3.80 1.85 -0.36
H 0.54 6.24 0.41
H -1.64 0.78 3.90
H 0.20 2.21 0.99
H -2.33 0.81 -1.66
H -0.25 -4.82 0.37
H 0.95 -1.83 -5.49
H -0.12 0.35 -4.48
H 2.02 -3.11 -2.66
H 0.47 2.24 -3.15
H 5.55 1.80 0.01
*
```

For the orbital gap (alpha / beta), the calculation gives 6.92 / 6.92 eV. The electronic energy comes out at -137739.8831 eV. The calculation puts the relative energy (zero: lowest compared OMol25 entry of this formula, charge and spin) at 32.8 kJ/mol. The value obtained for the HOMO energy (alpha / beta) is -9.515 / -9.534 eV. The value obtained for the strongest force on any atom is 1.61 eV/A. As for the LUMO energy (alpha / beta): -2.59 / -2.61 eV.

=====

(5)
Formula: C26H41Ge
Source: the Open Molecules 2025 dataset
Level of theory: ωB97M-V/def2-TZVPD

ORCA input file:
```
! wB97M-V def2-TZVPD RIJCOSX def2/J DEFGRID3
* xyz 1 1
Ge 1.52 1.87 -0.34
C 2.70 1.01 -1.74
C 0.06 -4.24 -1.33
C -1.50 4.03 -2.51
C -1.34 -2.05 3.04
C 2.36 -1.50 -4.75
C 1.16 3.68 1.99
C -2.74 -2.15 3.14
C -0.36 2.16 -1.04
C -0.66 -1.29 4.00
C 1.02 2.64 3.12
C -2.71 -0.78 5.18
C -1.33 -0.59 5.00
C -1.18 5.35 -3.19
C -2.04 -4.21 0.57
C -3.40 -1.60 4.27
C -0.83 -3.53 0.80
C 2.22 3.28 0.91
C -1.06 -5.91 -2.73
C -0.43 -2.80 2.06
C -1.09 -5.00 -1.55
C 1.99 -0.03 -2.65
C 2.97 -0.54 -3.74
C 0.22 -3.55 -0.14
C -2.18 -4.91 -0.66
C 0.15 3.11 4.30
C -0.21 3.48 -1.84
H -1.06 2.27 -0.19
H -2.05 5.80 -3.68
H 1.17 -3.05 0.09
H -0.74 1.34 -1.67
H 0.55 3.36 -2.64
H -1.89 3.31 -3.23
H 0.63 1.68 2.74
H 3.40 0.33 -4.25
H 0.86 -4.28 -2.07
H 0.27 -2.07 1.67
H 0.24 -3.49 2.63
H -0.85 -5.33 -3.63
H -1.97 -6.50 -2.85
H 3.13 2.86 1.37
H 1.08 0.39 -3.11
H -2.28 4.19 -1.75
H 3.07 -1.78 -5.53
H 0.24 2.41 5.14
H -0.92 3.18 4.05
H -3.13 -5.40 -0.93
H -0.81 6.07 -2.46
H 2.04 2.40 3.47
H -3.27 -2.69 2.38
H -2.83 -4.21 1.34
H 1.51 -1.05 -5.26
H -3.23 -0.31 6.01
H -4.47 -1.78 4.42
H 3.83 -1.02 -3.24
H 1.42 4.66 2.41
H 2.00 -2.41 -4.29
H 3.51 0.51 -1.18
H 0.48 4.11 4.64
H 3.17 1.83 -2.29
H 1.62 -0.87 -2.04
H 0.18 3.86 1.52
H 2.57 4.12 0.29
H -0.41 5.19 -3.95
H 0.18 4.27 -1.18
H 0.43 -1.32 4.00
H -0.78 0.07 5.68
H -0.22 -6.62 -2.64
*
```

For the orbital gap, the calculation gives 5.15 eV. The electronic energy comes out at -84135.3994 eV. The calculation puts the relative energy (zero: lowest compared OMol25 entry of this formula, charge and spin) at 10.7 kJ/mol. The value obtained for the HOMO energy is -10.537 eV. The value obtained for the strongest force on any atom is 2.27 eV/A. As for the LUMO energy: -5.38 eV.

=====

(6)
Formula: C26H41N2PdS
Source: the Open Molecules 2025 dataset
Level of theory: ωB97M-V/def2-TZVPD

ORCA input file:
```
! wB97M-V def2-TZVPD RIJCOSX def2/J DEFGRID3
* xyz 1 5
Pd 0.68 -0.41 -0.10
S 0.43 -0.50 2.28
N 3.04 -1.03 2.77
N 2.15 0.83 3.82
C -4.23 1.65 0.90
C 3.91 -1.32 3.91
C 0.42 0.70 -2.70
C -5.27 1.61 -0.06
C 1.02 1.66 4.23
C 0.89 1.68 -0.62
C 2.98 -2.09 1.78
C -4.41 -0.26 -1.16
C -1.09 -3.81 -1.58
C 1.97 -0.21 2.96
C -3.12 0.81 0.85
C -1.93 1.68 -3.10
C -1.36 -2.63 -2.67
C 2.88 0.49 -1.83
C 1.71 2.39 0.39
C -1.27 3.06 -0.36
C -0.28 -3.18 -0.56
C 3.46 1.49 3.89
C -0.71 1.45 -2.29
C -3.37 -0.14 -0.21
C -5.36 0.68 -1.06
C -2.52 -4.04 -0.95
C 1.44 0.82 -1.68
C 0.92 -2.40 -0.82
C -0.43 2.06 -1.05
C 0.66 0.08 -4.02
H -2.81 1.75 -2.45
H 3.38 -1.22 4.87
H -6.10 2.33 -0.08
H 1.75 -2.77 -0.30
H 4.79 -0.67 3.90
H 2.00 3.39 0.02
H 1.13 -2.30 -1.86
H -1.15 2.97 0.73
H 3.89 1.34 4.89
H -2.41 -2.48 -2.94
H -2.96 -1.04 -0.59
H -2.10 0.85 -3.80
H -1.04 -1.58 -2.37
H 0.79 2.44 3.49
H 2.17 -2.80 1.98
H -0.61 -3.07 0.49
H 3.94 -2.60 1.78
H -4.33 2.36 1.67
H -6.14 0.59 -1.89
H -2.33 2.91 -0.58
H 1.28 2.13 5.18
H 3.42 1.32 -2.31
H 4.26 -2.35 3.80
H 1.20 -0.87 -3.92
H -0.29 -0.12 -4.54
H 2.61 1.83 0.62
H 2.82 -1.63 0.79
H -1.00 4.09 -0.65
H 3.00 -0.41 -2.44
H -2.71 -3.65 0.09
H 0.13 1.03 4.37
H 1.26 0.73 -4.68
H 3.33 2.57 3.73
H 3.33 0.30 -0.85
H -2.65 -5.14 -0.90
H 4.14 1.10 3.12
H -4.39 -1.13 -1.83
H -3.35 -3.63 -1.53
H 1.13 2.52 1.32
H -1.88 2.61 -3.68
H -0.79 -2.84 -3.59
*
```

For the orbital gap (alpha / beta), the calculation gives 7.66 / 5.71 eV. The electronic energy comes out at -44906.9496 eV. The calculation puts the relative energy (zero: lowest compared OMol25 entry of this formula, charge and spin) at 227.4 kJ/mol. The value obtained for the HOMO energy (alpha / beta) is -9.605 / -10.737 eV. The value obtained for the strongest force on any atom is 7.39 eV/A. As for the LUMO energy (alpha / beta): -1.95 / -5.02 eV.

=====

Repeat the fourth record exactly.
Formula: C26H41CrN6P2S5
Source: the Open Molecules 2025 dataset
Level of theory: ωB97M-V/def2-TZVPD

ORCA input file:
```
! wB97M-V def2-TZVPD RIJCOSX def2/J DEFGRID3
* xyz 1 5
Cr -0.38 -1.14 0.72
S 1.60 0.17 0.30
S 5.17 -1.41 2.18
S 2.86 -2.50 0.81
S 4.89 -4.37 1.93
S 4.21 1.44 1.99
P -1.76 -3.07 1.09
P -0.23 -1.03 3.09
N 0.69 -1.61 -3.41
N -0.26 -1.71 -1.26
N -1.29 -0.49 -2.94
N 0.27 3.58 -1.62
N -1.52 1.09 0.91
N 1.59 3.91 -3.56
C 0.14 5.26 0.17
C 4.57 2.13 0.35
C 1.95 5.10 -3.09
C -3.57 2.27 1.18
C 0.76 3.22 -2.79
C -2.86 1.11 0.99
C -1.45 -2.27 3.74
C 2.89 -0.75 0.98
C 1.99 -2.04 -2.91
C -0.64 0.41 4.14
C 0.32 -2.22 -4.68
C -1.52 3.49 1.02
C -2.43 -0.19 -2.10
C 1.32 -1.59 3.88
C -0.79 4.77 1.01
C 1.51 5.57 -1.86
C -1.32 -4.64 0.28
C -2.89 3.48 1.20
C -3.58 -3.13 0.97
C -0.29 -1.28 -2.50
C -1.48 -3.52 2.86
C 4.35 -2.86 1.66
C -1.14 0.38 -4.10
C 0.65 4.76 -1.12
C -0.87 2.25 0.96
C 3.98 -0.26 1.60
H -1.86 -5.45 0.75
H 2.73 -1.86 -3.69
H 0.46 -3.30 -4.63
H -1.83 0.09 -4.90
H 2.60 5.69 -3.73
H 1.65 -2.53 3.45
H -3.33 -0.22 -2.70
H 0.46 -2.43 -1.17
H -1.37 1.40 -3.81
H -0.51 -4.04 2.91
H -4.65 2.23 1.31
H 2.27 -1.46 -2.04
H -4.04 -2.36 1.58
H -0.59 0.13 5.19
H -2.43 -1.79 3.72
H 1.83 6.54 -1.49
H -1.20 -2.52 4.77
H 4.58 3.22 0.48
H -3.94 -4.11 1.29
H -1.58 -4.61 -0.78
H -3.44 4.41 1.32
H -2.50 -0.92 -1.30
H -0.72 -2.01 -4.91
H -1.10 5.45 1.80
H 2.09 -0.83 3.71
H 1.17 -1.71 4.95
H -3.35 0.15 0.92
H -3.88 -2.97 -0.07
H 0.08 1.21 3.94
H -2.25 -4.22 3.19
H 3.80 1.85 -0.36
H 0.54 6.24 0.41
H -1.64 0.78 3.90
H 0.20 2.21 0.99
H -2.33 0.81 -1.66
H -0.25 -4.82 0.37
H 0.95 -1.83 -5.49
H -0.12 0.35 -4.48
H 2.02 -3.11 -2.66
H 0.47 2.24 -3.15
H 5.55 1.80 0.01
*
```

For the orbital gap (alpha / beta), the calculation gives 6.92 / 6.92 eV. The electronic energy comes out at -137739.8831 eV. The calculation puts the relative energy (zero: lowest compared OMol25 entry of this formula, charge and spin) at 32.8 kJ/mol. The value obtained for the HOMO energy (alpha / beta) is -9.515 / -9.534 eV. The value obtained for the strongest force on any atom is 1.61 eV/A. As for the LUMO energy (alpha / beta): -2.59 / -2.61 eV.

=====

Question: Among the records above, which one has the lowest electronic energy?
Answer: C26H41CrN6P2S5

=====

Question: The lowest strongest force on any atom belongs to which entry?
Answer: C26H40FeN2O8P4S

=====

Question: Number 4 is which compound?
Answer: C26H41CrN6P2S5